Molecular formula: C4H7NO
Method: DFT, the ωB97M-V functional and the def2-TZVPD basis

Calculated values
* SMILES: C[C@H]1CN1C=O
* max |F|: 0.009 Eh/bohr
* LUMO energy: 1.02 eV
* highest occupied orbital energy: -9.871 eV
* energy: -286.56806 Ha
* charge: 0
* multiplicity: 1

Each line ends with the Löwdin charge.
Atoms and positions in Å:
C (0.461, -0.856, -1.109)  -0.05
C (0.892, -0.057, 0.105)  -0.28
C (0.359, 1.329, 0.246)  -0.09
N (-0.085, 0.288, 1.136)  -0.03
C (-1.383, -0.205, 1.068)  -0.33
O (-2.339, 0.388, 0.628)  0.05
H (0.584, -1.934, -0.963)  0.08
H (1.063, -0.558, -1.974)  0.08
H (-0.590, -0.653, -1.350)  0.08
H (1.874, -0.294, 0.513)  0.13
H (0.960, 2.108, 0.709)  0.11
H (-0.349, 1.661, -0.513)  0.12
H (-1.448, -1.218, 1.506)  0.14

Molecular formula: C13H32GaNO5P
Method: DFT, the ωB97M-V functional and the def2-TZVPD basis

Calculated values
* max |F|: 0.047 Eh/bohr
* LUMO energy: 2.21 eV
* highest occupied orbital energy: -3.729 eV
* energy: -3211.43783 Ha
* charge: -1
* multiplicity: 1

Each line ends with the Löwdin charge.
Atoms and positions in Å:
C (2.825, 2.874, -2.981)  0.07
C (2.356, 1.830, -2.551)  -0.14
C (1.953, 0.398, -2.097)  -0.21
C (0.683, -0.211, -2.845)  -0.29
C (-0.299, 0.858, -3.485)  -0.33
Ga (-1.484, 1.879, -2.145)  0.25
C (-0.860, 1.785, -0.182)  -0.31
C (-1.773, 0.834, 0.749)  -0.25
C (-0.913, 0.373, 2.016)  -0.19
O (-1.205, -0.999, 2.428)  -0.04
C (-0.356, -1.401, 3.461)  -0.48
C (-0.384, -2.943, 3.866)  0.01
O (0.382, -0.649, 4.080)  0.05
P (-3.753, 1.224, -2.331)  0.47
N (-4.313, 1.827, -3.731)  -0.47
H (3.349, 3.857, -3.086)  0.05
H (2.826, -0.300, -2.324)  0.11
H (1.850, 0.362, -0.965)  0.09
H (1.090, -0.865, -3.689)  0.09
H (0.157, -0.914, -2.121)  0.10
H (0.206, 1.604, -4.167)  0.04
H (-1.015, 0.268, -4.155)  0.05
H (-1.422, 3.440, -2.582)  -0.07
H (-0.973, 2.832, 0.247)  0.04
H (0.219, 1.486, -0.031)  0.02
H (-2.196, -0.045, 0.172)  0.09
H (-2.595, 1.494, 1.154)  0.10
H (0.201, 0.474, 1.840)  0.12
H (-1.170, 1.092, 2.857)  0.13
H (-1.083, -3.000, 4.760)  0.09
H (-0.714, -3.606, 3.016)  0.09
H (0.651, -3.223, 4.228)  0.07
H (-3.927, -0.212, -2.412)  -0.08
H (-4.564, 1.736, -1.241)  -0.07
H (-5.099, 2.457, -3.540)  -0.10
C (3.647, -4.083, 3.468)  -0.16
O (2.436, -4.238, 2.740)  -0.14
H (3.537, -4.570, 4.436)  0.08
H (4.471, -4.550, 2.921)  0.07
H (3.855, -3.021, 3.619)  0.08
H (2.558, -3.801, 1.889)  0.08
C (3.549, 1.373, -6.362)  -0.17
O (3.134, 0.408, -5.411)  -0.14
H (3.727, 0.873, -7.314)  0.07
H (2.767, 2.126, -6.491)  0.08
H (4.474, 1.851, -6.027)  0.07
H (2.983, 0.877, -4.578)  0.02
C (-3.633, 0.146, 5.714)  -0.16
O (-2.677, -0.437, 6.587)  -0.13
H (-4.598, 0.182, 6.219)  0.07
H (-3.322, 1.162, 5.455)  0.08
H (-3.722, -0.460, 4.808)  0.08
H (-1.835, -0.455, 6.114)  0.06

Molecular formula: H16O8
Method: DFT, the ωB97M-V functional and the def2-TZVPD basis

Calculated values
* SMILES: O.O.O.O.O.O.O.O
* max |F|: 0.010 Eh/bohr
* LUMO energy: -0.24 eV
* highest occupied orbital energy: -10.747 eV
* energy: -611.50463 Ha
* charge: 0
* multiplicity: 1

Each line ends with the Löwdin charge.
Atoms and positions in Å:
O (2.416, 0.051, -1.345)  -0.07
H (1.937, 0.792, -1.726)  0.03
H (2.667, 0.341, -0.450)  -0.02
O (-0.707, -1.711, 0.954)  -0.05
H (-1.186, -2.516, 1.177)  0.07
H (-1.286, -0.991, 1.223)  0.05
O (-2.996, -1.896, -1.980)  -0.05
H (-2.206, -2.443, -2.010)  0.03
H (-3.644, -2.434, -1.515)  0.03
O (-0.553, 0.423, -1.058)  -0.05
H (-0.543, -0.481, -1.385)  0.03
H (0.171, 0.452, -0.425)  0.00
O (-2.475, 2.665, -2.715)  -0.07
H (-2.649, 1.976, -2.066)  0.02
H (-1.557, 2.523, -2.960)  0.02
O (0.216, 1.467, 2.301)  -0.03
H (-0.113, 0.845, 2.958)  0.06
H (-0.564, 1.894, 1.932)  0.07
O (1.961, -1.802, 1.801)  -0.07
H (2.160, -1.040, 1.245)  -0.01
H (1.043, -2.019, 1.571)  -0.01
O (2.760, 1.094, 1.178)  -0.06
H (1.880, 1.090, 1.593)  0.01
H (3.269, 1.718, 1.702)  0.07

Molecular formula: C34H29F6N3O2
Method: DFT, the ωB97M-V functional and the def2-TZVPD basis

Calculated values
* max |F|: 0.077 Eh/bohr
* LUMO energy: -2.20 eV
* highest occupied orbital energy: -6.953 eV
* energy: -2226.84343 Ha
* charge: 0
* multiplicity: 1

Each line ends with the Löwdin charge.
Atoms and positions in Å:
C (-0.317, 3.450, 6.771)  -0.08
C (0.048, 2.686, 5.516)  -0.23
O (-0.298, 3.481, 4.349)  -0.05
C (0.053, 2.899, 3.158)  -0.53
C (-0.722, 3.467, 2.085)  -0.06
C (-0.607, 3.610, 0.727)  -0.35
N (-0.794, 3.991, -0.384)  0.13
O (0.914, 2.002, 3.202)  -0.04
H (-0.298, 2.736, 7.600)  0.07
H (0.416, 4.232, 6.996)  0.08
H (-1.310, 3.909, 6.739)  0.08
H (1.124, 2.464, 5.516)  0.12
H (-0.531, 1.747, 5.484)  0.12
H (-1.401, 4.225, 2.514)  0.12
F (-6.290, -3.150, 0.545)  0.14
C (-5.205, -2.952, 1.321)  -0.54
F (-4.957, -1.601, 1.364)  0.12
F (-5.533, -3.313, 2.610)  0.11
C (-3.978, -3.690, 0.893)  -0.03
N (-2.934, -3.358, 1.874)  -0.06
C (-2.515, -4.403, 2.721)  -0.22
C (-2.051, -5.608, 2.155)  -0.02
C (-1.721, -6.673, 2.979)  -0.08
C (-1.906, -6.572, 4.362)  -0.08
C (-2.384, -5.383, 4.925)  -0.07
C (-2.659, -4.282, 4.116)  -0.01
C (-2.136, -2.260, 1.613)  -0.21
C (-1.799, -1.352, 2.631)  0.03
C (-1.097, -0.200, 2.315)  0.05
C (-0.599, 0.040, 0.991)  -0.14
C (0.175, 1.224, 0.690)  0.09
C (0.735, 1.478, -0.613)  -0.21
C (1.869, 2.332, -0.702)  0.01
C (2.450, 2.643, -1.908)  0.01
C (1.982, 2.065, -3.110)  -0.18
N (2.655, 2.323, -4.302)  -0.04
C (2.981, 3.717, -4.598)  -0.03
C (1.895, 4.244, -5.496)  -0.52
F (2.070, 5.539, -5.867)  0.13
F (1.821, 3.467, -6.633)  0.11
F (0.677, 4.132, -4.859)  0.12
C (3.272, 1.327, -5.073)  -0.21
C (2.526, 0.279, -5.639)  -0.01
C (3.161, -0.668, -6.446)  -0.07
C (4.532, -0.564, -6.707)  -0.09
C (5.273, 0.485, -6.156)  -0.08
C (4.650, 1.440, -5.359)  -0.02
C (0.852, 1.237, -3.045)  0.02
C (0.181, 1.045, -1.851)  0.00
C (-0.772, -1.018, 0.072)  -0.01
C (-1.596, -2.088, 0.330)  0.01
H (-4.172, -4.757, 0.944)  0.14
H (-3.689, -3.349, -0.098)  0.13
H (-1.942, -5.655, 1.064)  0.12
H (-1.321, -7.586, 2.530)  0.11
H (-1.666, -7.421, 5.004)  0.10
H (-2.543, -5.301, 6.004)  0.11
H (-3.019, -3.329, 4.517)  0.11
H (-2.117, -1.554, 3.654)  0.11
H (-0.884, 0.521, 3.096)  0.11
H (0.781, 1.594, 1.515)  0.08
H (2.223, 2.805, 0.216)  0.14
H (3.299, 3.327, -1.953)  0.12
H (2.971, 4.305, -3.677)  0.13
H (3.930, 3.766, -5.133)  0.13
H (1.451, 0.248, -5.462)  0.10
H (2.571, -1.483, -6.870)  0.11
H (5.022, -1.310, -7.341)  0.10
H (6.347, 0.563, -6.346)  0.11
H (5.217, 2.264, -4.919)  0.11
H (0.478, 0.797, -3.968)  0.10
H (-0.824, 0.616, -1.895)  0.13
H (-0.231, -1.000, -0.869)  0.10
H (-1.783, -2.844, -0.426)  0.12

Molecular formula: F6H22O11P
Method: DFT, the ωB97M-V functional and the def2-TZVPD basis

Calculated values
* max |F|: 0.037 Eh/bohr
* LUMO energy (alpha / beta): -0.06 / -8.38 eV
* highest occupied orbital energy (alpha / beta): -11.441 / -10.555 eV
* energy: -1781.42269 Ha
* charge: 0
* multiplicity: 2

Each line ends with the Mulliken spin population.
Atoms and positions in Å:
P (-0.094, -0.506, -0.109)  -0.01
F (0.461, 1.040, -0.264)  0.00
F (-0.049, -0.324, 1.440)  0.00
F (-1.657, 0.070, -0.189)  0.00
F (-0.477, -2.054, 0.146)  0.01
F (-0.079, -0.578, -1.724)  0.00
F (1.500, -1.019, -0.133)  0.00
O (-2.005, -2.539, 2.241)  0.00
H (-1.415, -2.217, 1.560)  0.00
H (-2.453, -1.755, 2.560)  0.00
O (-4.191, -2.161, -1.084)  0.00
H (-4.906, -1.811, -1.615)  0.00
H (-3.897, -1.418, -0.557)  0.00
O (3.271, 1.102, 0.447)  0.28
H (2.454, 0.713, 0.133)  -0.01
H (2.998, 1.719, 1.126)  -0.01
O (-1.129, 2.426, 2.015)  0.00
H (-1.703, 1.846, 2.516)  0.00
H (-0.601, 1.836, 1.478)  0.00
O (0.501, -0.018, -4.542)  0.00
H (-0.299, -0.439, -4.858)  0.00
H (0.380, 0.047, -3.595)  0.00
O (1.330, 3.386, 1.223)  0.08
H (1.006, 3.462, 0.325)  -0.01
H (0.554, 3.175, 1.742)  0.00
O (-0.124, 3.325, -1.417)  0.00
H (-0.112, 3.451, -2.366)  0.00
H (-0.400, 2.416, -1.299)  0.00
O (2.642, 2.781, -2.049)  0.21
H (3.294, 2.414, -1.452)  -0.01
H (1.802, 2.610, -1.623)  -0.01
O (1.483, -0.832, 4.090)  0.00
H (1.723, -0.227, 4.792)  0.00
H (1.414, -0.281, 3.311)  0.00
O (-1.568, -3.355, -1.863)  0.22
H (-1.080, -2.533, -1.821)  -0.01
H (-2.483, -3.097, -1.754)  -0.01
O (1.629, -3.767, 1.033)  0.28
H (0.765, -4.043, 1.339)  -0.01
H (1.517, -2.846, 0.798)  -0.01

Molecular formula: C28H46Br2F7N3O7S6
Method: DFT, the ωB97M-V functional and the def2-TZVPD basis

Calculated values
* max |F|: 0.095 Eh/bohr
* LUMO energy: -1.83 eV
* highest occupied orbital energy: -8.591 eV
* energy: -10021.41603 Ha
* charge: 0
* multiplicity: 1

Each line ends with the Löwdin charge.
Atoms and positions in Å:
C (3.838, -3.618, 3.884)  -0.12
C (3.958, -2.086, 4.254)  -0.25
C (4.885, -1.265, 3.246)  -0.20
C (4.415, -1.440, 1.720)  -0.19
C (4.308, -0.038, 0.977)  -0.14
C (2.993, 0.184, 0.182)  -0.03
C (2.133, 1.373, 0.314)  -0.12
N (2.515, 2.393, 1.277)  -0.07
C (3.785, 3.089, 0.934)  -0.05
C (2.484, 1.923, 2.632)  -0.45
C (1.798, 0.576, 3.079)  0.01
O (2.974, 2.596, 3.526)  0.06
C (0.889, 1.573, -0.507)  -0.12
C (-0.026, 2.843, -0.421)  -0.66
Br (0.868, 4.249, -1.530)  0.71
C (-0.258, 3.414, 1.030)  -0.70
C (-0.784, 2.359, 2.078)  -0.14
Br (-1.714, 4.787, 0.844)  0.65
C (0.525, 0.505, -1.491)  -0.12
S (-0.930, 0.595, -2.616)  0.79
O (-0.920, -0.412, -3.664)  -0.27
O (-0.903, 1.925, -3.242)  -0.33
C (-2.526, 0.556, -1.619)  -0.38
F (-2.228, 0.464, -0.271)  0.09
F (-3.188, 1.758, -1.803)  0.09
C (-3.513, -0.596, -2.057)  -0.31
F (-3.919, -0.438, -3.365)  0.14
F (-2.860, -1.809, -1.913)  0.13
C (-4.833, -0.693, -1.192)  -0.44
F (-5.633, 0.413, -1.304)  0.15
F (-4.591, -1.011, 0.106)  0.16
F (-5.574, -1.736, -1.727)  0.12
C (1.366, -0.716, -1.632)  -0.27
N (1.247, -1.798, -2.461)  -0.25
S (2.477, -2.881, -2.206)  1.07
N (3.327, -2.054, -1.027)  -0.19
C (2.616, -0.897, -0.798)  -0.25
H (2.943, -3.844, 3.248)  0.07
H (4.801, -3.987, 3.442)  0.08
H (3.676, -4.170, 4.858)  0.07
H (4.456, -2.031, 5.262)  0.10
H (2.969, -1.561, 4.354)  0.08
H (5.971, -1.551, 3.374)  0.11
H (4.818, -0.194, 3.591)  0.10
H (3.427, -1.970, 1.706)  0.10
H (5.216, -2.076, 1.249)  0.11
H (5.143, -0.015, 0.211)  0.14
H (4.551, 0.761, 1.718)  0.09
H (3.612, 4.197, 1.020)  0.09
H (4.086, 2.902, -0.131)  0.11
H (4.603, 2.846, 1.666)  0.09
H (0.800, 0.415, 2.587)  0.07
H (1.672, 0.517, 4.193)  0.05
H (2.431, -0.300, 2.783)  0.06
H (-1.036, 2.713, -0.885)  0.05
H (0.639, 3.992, 1.350)  0.07
H (-0.790, 1.303, 1.682)  0.07
H (-0.165, 2.433, 3.020)  0.08
H (-1.823, 2.649, 2.391)  0.05
C (3.864, -2.089, -6.180)  -0.27
S (4.951, -3.337, -5.466)  0.81
O (4.704, -3.353, -3.994)  -0.63
C (6.484, -2.431, -5.744)  -0.27
H (2.834, -2.432, -6.079)  0.05
H (3.986, -1.143, -5.650)  0.06
H (4.101, -1.963, -7.237)  0.05
H (6.440, -1.464, -5.242)  0.06
H (6.635, -2.294, -6.815)  0.05
H (7.307, -3.016, -5.334)  0.05
C (-1.726, 0.130, 6.304)  -0.26
S (0.062, 0.325, 6.414)  0.82
O (0.679, -0.744, 5.577)  -0.56
C (0.202, -0.192, 8.134)  -0.26
H (-2.036, 0.367, 5.287)  0.05
H (-2.002, -0.899, 6.538)  0.06
H (-2.210, 0.817, 7.000)  0.06
H (-0.196, -1.201, 8.251)  0.06
H (-0.345, 0.505, 8.769)  0.05
H (1.256, -0.184, 8.410)  0.05
C (-1.501, 4.125, -5.954)  -0.27
S (-3.071, 4.272, -6.823)  0.80
O (-2.912, 5.332, -7.859)  -0.56
C (-3.977, 4.997, -5.443)  -0.27
H (-0.761, 3.725, -6.646)  0.05
H (-1.179, 5.109, -5.608)  0.06
H (-1.603, 3.450, -5.102)  0.03
H (-3.494, 5.923, -5.127)  0.06
H (-4.008, 4.287, -4.615)  0.05
H (-4.993, 5.212, -5.774)  0.05
C (-9.917, -4.078, -0.805)  -0.27
S (-8.524, -4.893, -0.001)  0.80
O (-9.050, -5.592, 1.203)  -0.56
C (-7.725, -3.377, 0.562)  -0.27
H (-10.580, -4.846, -1.203)  0.05
H (-10.459, -3.469, -0.081)  0.06
H (-9.552, -3.456, -1.624)  0.05
H (-8.407, -2.812, 1.199)  0.06
H (-7.433, -2.777, -0.301)  0.03
H (-6.837, -3.648, 1.132)  0.05

Molecular formula: C5H11O2
Method: DFT, the ωB97M-V functional and the def2-TZVPD basis

Calculated values
* max |F|: 0.027 Eh/bohr
* LUMO energy: 4.02 eV
* highest occupied orbital energy: -3.863 eV
* energy: -347.63935 Ha
* charge: -1
* multiplicity: 1

Each line ends with the Löwdin charge.
Atoms and positions in Å:
C (-0.620, 2.076, -0.054)  -0.16
C (-0.073, 3.361, -0.705)  -0.17
H (-1.634, 2.234, 0.303)  0.06
H (-0.602, 1.236, -0.751)  0.06
H (0.036, 1.722, 0.737)  0.05
H (0.624, 3.867, -0.040)  0.05
H (-0.888, 4.057, -0.934)  0.05
H (0.384, 3.178, -1.678)  0.06
C (-0.492, -1.831, -0.247)  -0.19
C (-1.608, -1.491, 0.751)  -0.14
C (0.839, -1.018, 0.018)  -0.78
O (1.595, -0.944, -0.975)  -0.10
O (1.003, -0.578, 1.172)  -0.09
H (-0.198, -2.876, -0.186)  0.09
H (-0.800, -1.559, -1.255)  0.08
H (-1.650, -2.213, 1.570)  0.05
H (-2.580, -1.544, 0.245)  0.05
H (-1.495, -0.497, 1.170)  0.05